# 1
{
  "formula": "C6H10N",
  "method": "ωB97M-V/def2-TZVPD",
  "de_lowest_kj_mol": 316.5,
  "spin_multiplicity": 3,
  "energy_ev": -7861.0527,
  "s_squared": 2.0069,
  "lumo_energy_ha": [-0.12622, -0.27969],
  "charge": 1,
  "homo_lumo_gap_ha": [0.2942, 0.3072],
  "max_force_ev_per_a": 7.48,
  "symbols": ["C", "C", "C", "C", "C", "C", "N", "H", "H", "H", "H", "H", "H", "H", "H", "H", "H"],
  "positions_angstrom": [[-0.743949, -2.597515, -0.970314], [0.643970, -0.441169, -0.034461], [-1.831840, -1.618225, -0.693988], [0.562587, 0.870260, 0.353741], [-0.695994, 1.433563, 0.869774], [1.829094, 1.613362, 0.423668], [-0.591374, -1.217329, -0.344725], [-0.704996, -3.541090, -0.402273], [-0.365193, -2.514132, -1.985697], [1.486671, -1.100171, -0.112323], [-2.894427, -1.269243, -0.827275], [-1.332337, 0.772332, 1.327760], [-1.193244, 1.790562, -0.054349], [-0.622503, 2.255281, 1.540322], [1.728460, 2.354909, -0.386205], [2.680151, 0.977254, 0.035807], [2.044924, 2.231352, 1.260537]],
  "forces_ev_per_angstrom": [[-1.218, 1.994, 0.186], [-6.052, -3.996, -1.831], [-2.777, -0.570, -0.816], [0.790, 0.895, 2.255], [0.598, 1.301, -2.309], [0.781, -0.690, -2.696], [6.912, 1.145, 1.731], [0.363, 0.723, -0.091], [0.076, -0.680, 0.006], [0.469, 0.198, -0.111], [1.711, -0.269, 0.184], [-1.419, -2.050, 0.838], [-0.270, 0.144, 0.375], [0.638, 0.859, 0.289], [0.047, 0.190, -0.084], [-0.692, 0.760, 0.963], [0.043, 0.045, 1.110]]
}


# 2
{
  "formula": "C6H10N2",
  "method": "ωB97M-V/def2-TZVPD",
  "de_lowest_kj_mol": 599.8,
  "energy_ev": -9358.2208,
  "lumo_energy_ha": 0.02033,
  "charge": 0,
  "homo_lumo_gap_ha": 0.3195,
  "max_force_ev_per_a": 5.00,
  "symbols": ["C", "C", "C", "C", "C", "C", "N", "N", "H", "H", "H", "H", "H", "H", "H", "H", "H", "H"],
  "positions_angstrom": [[0.416550, -1.376549, -0.454593], [1.196532, -0.330970, -0.279863], [-1.443169, -1.332923, -0.847825], [-0.958914, -0.161924, 1.242862], [0.344291, -0.751808, 0.916517], [2.410474, 0.423759, -0.639333], [-1.811777, -0.264882, 0.033117], [-1.658220, 0.981747, -0.703163], [-1.577879, -1.318993, -1.980745], [-1.784736, -2.250496, -0.320460], [-1.451299, -0.956203, 1.853253], [-1.127016, 0.766288, 1.656840], [0.860936, -1.277634, 1.761354], [3.014405, 0.101930, -1.422786], [3.033550, 0.410051, 0.238496], [2.086295, 1.439832, -0.791931], [-0.616127, 1.188836, -0.789180], [-1.938226, 1.672775, 0.028910]],
  "forces_ev_per_angstrom": [[-3.632, 0.602, -0.855], [0.022, -1.595, 0.487], [2.175, -1.447, 1.166], [-2.478, -4.264, -0.807], [3.721, -0.039, 0.399], [-1.342, 0.942, 1.826], [0.802, 1.503, -2.577], [0.663, 1.069, 1.152], [-0.194, 0.534, 1.999], [0.425, 0.300, -0.995], [0.453, 0.793, 0.550], [0.018, 2.037, 0.973], [-0.605, 0.389, -0.653], [0.430, -0.860, -1.717], [0.402, 0.251, 0.448], [0.304, 0.698, -0.212], [-1.157, -0.539, -0.040], [-0.008, -0.375, -1.143]]
}


# 3
{
  "formula": "C6H10N2",
  "method": "ωB97M-V/def2-TZVPD",
  "de_lowest_kj_mol": 398.4,
  "energy_ev": -9360.3079,
  "lumo_energy_ha": [0.02852, 0.01042],
  "charge": 0,
  "homo_lumo_gap_ha": [0.2906, 0.2641],
  "max_force_ev_per_a": 1.34,
  "symbols": ["C", "C", "N", "C", "C", "N", "C", "C", "H", "H", "H", "H", "H", "H", "H", "H", "H", "H"],
  "positions_angstrom": [[-0.159845, 1.327616, 0.812910], [0.728551, -0.250504, 1.988079], [0.929913, 1.023817, 1.599417], [-0.656348, 0.595645, -0.324453], [0.111689, -0.571330, -0.857196], [-0.658570, -1.703283, -1.099669], [-1.806023, 0.954771, -0.934538], [1.414144, -0.486785, -1.159585], [1.836628, 1.464827, 1.529129], [-0.694698, 2.237018, 1.071812], [-0.156855, -2.549308, -1.320047], [-1.453751, -1.832846, -0.494819], [-0.197082, -0.563078, 2.440269], [1.482290, -1.024070, 1.915869], [-2.154259, 0.443051, -1.818488], [-2.417017, 1.760743, -0.549600], [1.921348, 0.464074, -1.130625], [1.929885, -1.290356, -1.668465]],
  "forces_ev_per_angstrom": [[-0.387, 1.211, -0.387], [0.906, -0.886, 0.449], [-0.734, -1.067, -0.264], [0.087, -0.215, 0.553], [0.277, 0.000, -0.142], [-0.008, 0.063, 0.011], [-0.053, -0.076, 0.093], [-0.289, 0.114, -0.470], [-0.105, 0.027, 0.166], [0.086, 0.169, -0.242], [-0.015, 0.061, 0.063], [0.045, 0.002, -0.018], [-0.252, 0.459, -0.092], [0.300, 0.202, -0.044], [0.038, -0.030, -0.045], [0.059, 0.061, 0.002], [0.018, 0.073, 0.189], [0.026, -0.168, 0.176]]
}


# 4
{
  "formula": "C6H10N2",
  "method": "ωB97M-V/def2-TZVPD",
  "de_lowest_kj_mol": 257.2,
  "energy_ev": -9361.7713,
  "lumo_energy_ha": 0.02986,
  "charge": 0,
  "smiles": "c1ccncc1.CN",
  "homo_lumo_gap_ha": 0.3743,
  "max_force_ev_per_a": 4.99,
  "symbols": ["C", "C", "C", "N", "C", "C", "H", "H", "H", "H", "H", "C", "N", "H", "H", "H", "H", "H"],
  "positions_angstrom": [[0.050222, 1.221126, -1.368199], [-0.409972, 0.408041, -0.373262], [-0.265828, 0.696377, 0.989953], [0.289074, 1.853476, 1.375591], [0.620271, 2.724568, 0.440040], [0.612917, 2.424064, -0.952425], [-0.057889, 1.004877, -2.410849], [-0.956422, -0.637291, -0.389159], [-0.580212, 0.034239, 1.753895], [1.153557, 3.661598, 0.720152], [0.588392, 3.407900, -1.638076], [-0.961532, -3.740551, -0.006526], [0.391005, -3.354756, -0.097163], [-1.212366, -4.445414, -0.827063], [-1.143874, -4.334181, 0.849262], [-1.831076, -2.977389, 0.173243], [0.673601, -3.359806, 1.028680], [0.729264, -4.247326, -0.586573]],
  "forces_ev_per_angstrom": [[0.237, 0.919, 0.080], [-1.710, -4.102, 2.273], [1.025, 2.231, -1.772], [-0.261, -0.052, 0.749], [1.670, -0.123, -1.433], [-1.769, 3.104, -0.172], [-0.127, -0.225, -0.350], [1.265, 2.118, -1.293], [-0.314, -0.588, 0.547], [-0.877, -0.628, 0.172], [0.881, -2.675, 1.190], [-4.325, -0.211, -0.137], [2.178, -0.980, 2.638], [-0.329, 0.907, 0.100], [-0.174, -1.078, 1.151], [1.843, -0.513, -1.044], [0.081, -0.073, -4.183], [0.706, 1.969, 1.484]]
}


# 5
{
  "formula": "C6H10N2",
  "method": "ωB97M-V/def2-TZVPD",
  "de_lowest_kj_mol": 302.8,
  "energy_ev": -9361.2983,
  "lumo_energy_ha": 0.03494,
  "charge": 0,
  "smiles": "[H]/N=C/[C@@](C)(N)C=C=C",
  "homo_lumo_gap_ha": 0.3370,
  "max_force_ev_per_a": 3.51,
  "symbols": ["H", "N", "C", "C", "C", "N", "C", "C", "C", "H", "H", "H", "H", "H", "H", "H", "H", "H"],
  "positions_angstrom": [[-0.283498, 3.167843, 0.533798], [0.087239, 2.385629, -0.008815], [-0.032482, 1.262530, 0.538125], [0.747857, -0.096538, 0.003179], [1.992967, 0.269464, -0.772497], [0.956408, -1.122027, 0.953470], [-0.487676, -0.289124, -0.813773], [-1.649797, -0.712048, -0.325847], [-2.741854, -1.352293, -0.040983], [-0.484901, 1.057583, 1.522594], [2.809984, 0.494506, -0.088563], [1.808530, 1.143422, -1.389798], [2.277294, -0.565545, -1.414405], [1.742148, -0.951507, 1.565496], [0.122750, -1.367223, 1.475263], [-0.381174, -0.062297, -1.864692], [-2.840169, -2.429977, -0.142295], [-3.643626, -0.832399, 0.269741]],
  "forces_ev_per_angstrom": [[-0.413, -0.383, -0.178], [0.414, 0.433, -0.087], [2.679, -0.583, 1.324], [-2.006, 2.880, 0.041], [-0.299, -0.314, -0.147], [0.022, -0.380, 0.412], [-0.942, -2.079, -0.231], [1.496, -0.251, -1.281], [-0.742, 0.142, 0.236], [-0.350, 0.019, -0.233], [0.051, 0.002, 0.025], [-0.021, 0.095, 0.020], [0.113, -0.014, 0.042], [-0.113, 0.092, 0.097], [0.142, 0.015, -0.012], [-0.348, 0.221, -0.137], [0.208, 0.081, -0.086], [0.109, 0.024, 0.194]]
}


# 6
{
  "formula": "C6H10N2",
  "method": "ωB97M-V/def2-TZVPD",
  "de_lowest_kj_mol": 361.4,
  "energy_ev": -9360.6910,
  "lumo_energy_ha": 0.03571,
  "charge": 0,
  "smiles": "CC1=N[C@H]2CC[C@@H]2N1",
  "homo_lumo_gap_ha": 0.3689,
  "max_force_ev_per_a": 3.83,
  "symbols": ["C", "C", "N", "C", "C", "C", "C", "N", "H", "H", "H", "H", "H", "H", "H", "H", "H", "H"],
  "positions_angstrom": [[-1.471472, 2.453791, 0.380908], [-0.748495, 1.186144, 0.075847], [-0.101237, 1.106268, -1.099531], [0.317567, -0.299555, -0.944825], [1.317161, -1.549382, -1.180415], [0.835239, -2.052918, 0.260429], [0.497178, -0.548612, 0.569002], [-0.806697, 0.112839, 1.007036], [-2.575520, 2.225275, 0.766076], [-0.998206, 3.130300, 1.167094], [-1.574403, 3.162858, -0.457461], [-0.596896, -0.711619, -1.319549], [2.483828, -1.589013, -1.176286], [1.076011, -2.052365, -2.127630], [-0.051369, -2.873208, 0.298694], [1.729646, -2.291125, 0.816365], [1.338714, -0.005302, 1.067117], [-0.671049, 0.595622, 1.897127]],
  "forces_ev_per_angstrom": [[-2.380, 1.233, 1.625], [0.494, 2.041, -3.199], [-0.413, -0.273, 3.489], [1.747, -0.710, 1.209], [1.464, -0.045, -0.570], [-1.425, -0.427, -0.791], [-2.162, -0.191, -0.961], [2.233, 0.611, -0.329], [2.297, 0.426, -0.715], [-0.333, -1.296, -0.565], [0.155, -0.860, -0.044], [-0.610, -1.472, 0.308], [-1.971, 1.085, 0.073], [-0.264, -0.321, 0.621], [2.228, 2.163, -0.013], [-0.193, -0.876, 0.374], [-0.382, -0.525, -0.760], [-0.485, -0.563, 0.248]]
}